1.
Density functional theory data (ωB97M-V/def2-TZVPD) for the ion C21H22N3OS2 with charge +1 in a non-equilibrium geometry.

Summary:
Total energy ... -50313.499 eV
Energy relative to the best compared isomer or geometry (same formula, charge and spin) ... 2.746 eV
HOMO energy ... -9.86 eV
Net charge ... +1
HOMO-LUMO gap ... 0.2373 hartree

Each atom is followed by the atoms it is bonded to, with distances in Å.
Positions of all 49 atoms, in Å:
1 C 4.313 5.897 -0.497  C2 1.403, C28 1.344, H46 1.049
2 C 4.180 4.534 -0.191  C1 1.403, H5 1.136, C12 1.443
3 H 3.630 1.285 -0.290  C23 1.123
4 N -1.187 -4.634 1.989  C13 1.320, C45 1.472, C47 1.387
5 H 5.123 3.901 -0.196  C2 1.136
6 C -3.462 -4.630 1.166  H8 1.111, H36 1.151, H40 1.065, C45 1.541
7 H -3.354 -1.639 -0.424  C42 1.210
8 H -4.514 -4.873 1.428  C6 1.111
9 H 4.405 2.174 1.012  C23 1.016
10 H -4.910 -0.516 0.152  C42 1.130
11 C 1.045 2.531 0.681  C18 1.406, N39 1.430, S48 1.769
12 C 2.888 4.033 0.212  C2 1.443, N39 1.430, C44 1.348
13 C -0.704 -5.812 2.335  N4 1.320, H15 1.105, C34 1.438
14 S 0.893 -0.319 0.816  C18 1.767, C37 1.807
15 H -1.270 -6.648 2.785  C13 1.105
16 H 1.087 6.873 -0.259  C30 1.070
17 C -1.230 -2.266 1.270  H20 1.076, C37 1.402, C47 1.517
18 C 0.302 1.338 0.647  C11 1.406, S14 1.767, C38 1.443
19 H 3.327 7.756 -0.708  C28 1.044
20 H -2.301 -2.302 1.355  C17 1.076
21 H -3.772 0.043 -0.977  C42 1.056
22 H 1.665 -3.113 0.783  C25 1.080
23 C 3.537 1.722 0.740  H3 1.123, H9 1.016, N39 1.486, H49 1.080
24 H 2.559 -5.197 1.433  C26 1.132
25 C 0.937 -3.799 1.190  H22 1.080, C26 1.374, C47 1.459
26 C 1.450 -5.016 1.570  H24 1.132, C25 1.374, C34 1.413
27 O -1.871 2.023 0.147  C38 1.213
28 C 3.285 6.758 -0.406  C1 1.344, H19 1.044, C30 1.457
29 H 1.259 -6.922 2.418  C34 1.065
30 C 1.947 6.249 -0.132  H16 1.070, C28 1.457, C44 1.418
31 H -2.907 -5.451 3.026  C45 1.092
32 H -3.734 0.862 1.426  C33 1.079
33 C -3.178 -0.023 1.158  H32 1.079, N35 1.509, C42 1.521, H43 1.093
34 C 0.687 -6.084 2.092  C13 1.438, C26 1.413, H29 1.065
35 N -1.678 0.000 1.001  C33 1.509, C37 1.311, C38 1.360
36 H -3.359 -3.647 0.577  C6 1.151
37 C -0.782 -0.957 1.042  S14 1.807, C17 1.402, N35 1.311
38 C -1.132 1.187 0.623  C18 1.443, O27 1.213, N35 1.360
39 N 2.460 2.742 0.654  C11 1.430, C12 1.430, C23 1.486
40 H -3.065 -5.484 0.669  C6 1.065
41 H -2.783 -3.614 3.076  C45 1.181
42 C -3.813 -0.564 -0.114  H7 1.210, H10 1.130, H21 1.056, C33 1.521
43 H -3.479 -0.776 1.891  C33 1.093
44 C 1.842 4.883 0.234  C12 1.348, C30 1.418, S48 1.736
45 C -2.589 -4.588 2.436  N4 1.472, C6 1.541, H31 1.092, H41 1.181
46 H 5.279 6.152 -0.816  C1 1.049
47 C -0.459 -3.545 1.534  N4 1.387, C17 1.517, C25 1.459
48 S 0.301 4.126 0.496  C11 1.769, C44 1.736
49 H 3.322 0.982 1.498  C23 1.080

2.
Density functional theory data (ωB97M-V/def2-TZVPD) for the molecule C3H7F2NO in a non-equilibrium geometry.

Summary:
Total energy ... -12192.746 eV
Energy relative to the best compared isomer or geometry (same formula, charge and spin) ... 3.302 eV
HOMO energy ... -10.13 eV
SMILES ... CC(C)(O)N(F)F
HOMO-LUMO gap ... 0.4004 hartree

Each atom is followed by the atoms it is bonded to, with distances in Å.
Positions of all 14 atoms, in Å:
1 C 1.208 0.388 -0.576  H3 1.074, C4 1.488, H9 1.130, H13 1.155
2 H -1.141 1.069 1.420  C12 1.040
3 H 1.547 -0.026 -1.507  C1 1.074
4 C -0.007 -0.209 0.042  C1 1.488, O6 1.386, N8 1.664, C12 1.560
5 F -2.318 -0.251 -0.301  N8 1.377
6 O -0.041 -1.590 0.151  C4 1.386, H7 0.985
7 H 0.364 -2.101 -0.588  O6 0.985
8 N -1.253 0.412 -0.871  C4 1.664, F5 1.377, F10 1.380
9 H 1.053 1.392 -1.072  C1 1.130
10 F -1.170 -0.211 -2.100  N8 1.380
11 H 0.660 0.802 1.684  C12 1.072
12 C -0.315 0.436 1.429  H2 1.040, C4 1.560, H11 1.072, H14 1.123
13 H 2.005 0.360 0.258  C1 1.155
14 H -0.593 -0.471 2.030  C12 1.123